No. 1
{
  "formula": "C15H22N4O2S",
  "method": "ωB97M-V/def2-TZVPD",
  "lumo_ev": 0.18,
  "smiles": "CCCc1nnc(NC(=O)[C@H]2CC(=O)N(C3CCCC3)C2)s1",
  "e_above_lowest_kcal_mol": 329.3,
  "gap_ev": 8.93,
  "species": ["C", "C", "H", "H", "C", "C", "N", "N", "C", "N", "C", "O", "C", "C", "C", "O", "N", "C", "H", "H", "C", "H", "C", "H", "C", "H", "C", "H", "H", "C", "H", "H", "H", "H", "H", "H", "H", "H", "S", "H", "H", "H", "H", "H"],
  "xyz": [[-4.77781, -2.02184, 0.91063], [-3.67042, -0.90723, 0.61877], [-2.73802, -1.02836, 1.12768], [-4.17067, 0.00134, 1.00131], [-3.48152, -0.87576, -1.01968], [-2.47230, 0.19771, -0.97309], [-1.33381, -0.10974, -1.29909], [-0.42077, 1.05576, -1.57084], [-0.95172, 2.14785, -1.07793], [-0.17669, 3.26116, -0.84424], [0.85530, 3.77876, -0.08295], [1.33802, 4.75627, -0.31445], [1.42948, 2.35637, 0.77628], [0.31206, 2.04866, 1.80274], [0.18479, 0.47300, 1.25759], [-0.74600, -0.30857, 1.87162], [1.28637, 0.01792, 0.66612], [2.03331, 1.25207, 0.31510], [3.19759, 1.28399, 0.53806], [2.07533, 1.45218, -0.73744], [1.49034, -1.18654, 0.12633], [0.61123, -1.66850, 0.82581], [2.90357, -1.54236, 0.79467], [3.21800, -0.96849, 1.71297], [3.81626, -1.50566, -0.72929], [4.75941, -2.31243, -0.36714], [2.88923, -2.32851, -1.59598], [3.30248, -1.77243, -2.62181], [2.64096, -3.25595, -1.39576], [1.61027, -1.43308, -1.23869], [0.71145, -1.82906, -1.70230], [1.53909, -0.45782, -1.94378], [4.21710, -0.63311, -0.68897], [2.78974, -2.79483, 1.11349], [0.51617, 1.94361, 2.82910], [-0.62655, 2.66590, 1.68557], [2.17000, 3.07824, 1.32462], [-0.57524, 4.13016, -1.07427], [-2.61837, 2.00403, -0.50780], [-4.51804, -0.22693, -1.29674], [-3.09490, -1.71591, -1.14908], [-4.57087, -2.88960, 0.68936], [-5.85681, -1.85016, 0.33299], [-5.09708, -2.28213, 1.91050]],
  "forces_ev_per_angstrom": [[-4.15, 8.31, 0.87], [-3.93, -1.44, -0.46], [0.55, -0.36, 0.25], [0.67, -0.01, -0.46], [-6.24, 11.68, 6.24], [-1.61, 2.03, -0.36], [5.29, 1.71, -3.05], [-1.74, -0.80, 2.27], [0.44, -2.32, 0.68], [-1.82, 2.34, -1.27], [-1.08, -14.02, 0.65], [3.42, 8.00, -0.24], [-1.82, 12.28, 6.85], [-0.89, -2.74, -3.92], [-5.42, -2.50, 6.65], [4.10, 3.25, -3.67], [-1.40, 8.76, -0.01], [5.87, -4.59, -3.83], [-2.29, -0.88, 0.22], [0.05, -1.07, -1.33], [0.09, -4.08, 7.46], [1.78, -0.36, -2.35], [0.22, -4.50, -2.02], [-0.36, -0.49, -1.26], [0.45, -11.13, 7.53], [-2.10, 2.53, -1.17], [0.83, 11.63, -3.03], [-1.60, -3.08, 1.50], [0.06, -4.81, 0.54], [-1.27, 0.65, -7.47], [-0.34, -0.70, 0.39], [0.93, -1.65, 1.97], [2.00, 5.80, -1.59], [0.75, 3.66, -0.80], [0.71, 0.01, 1.20], [0.95, -1.04, -0.02], [-0.65, -1.69, -0.44], [-1.66, 1.00, -1.55], [0.12, -1.49, -0.69], [2.55, -3.10, -0.26], [2.60, -7.32, -2.83], [2.96, -8.78, -3.42], [2.85, 0.08, 1.27], [0.10, 1.25, 0.99]]
}



No. 2
{
  "formula": "C15H22O6PdS2",
  "method": "ωB97M-V/def2-TZVPD",
  "total_charge": 2,
  "lumo_ev": -8.67,
  "e_above_lowest_kcal_mol": 0.0,
  "gap_ev": 5.95,
  "species": ["Pd", "C", "O", "C", "C", "C", "C", "C", "C", "O", "C", "O", "C", "H", "H", "H", "H", "H", "H", "H", "H", "H", "C", "O", "C", "C", "O", "C", "H", "H", "H", "H", "H", "H", "H", "H", "H", "H", "C", "O", "C", "S", "S", "H", "H", "H"],
  "xyz": [[-0.38156, -1.16861, 0.28182], [-0.57605, 5.52218, -1.43967], [0.75552, 5.06400, -1.15692], [0.97072, 3.81803, -0.81474], [2.34869, 3.50526, -0.56773], [2.69464, 2.24745, -0.20765], [1.71995, 1.21148, -0.05491], [2.15043, -0.02091, 0.42517], [3.60120, -0.35711, 0.62934], [1.40071, -1.01766, 0.79062], [0.33843, 1.54171, -0.37176], [-0.62027, 0.66248, -0.39958], [-0.01691, 2.85158, -0.70164], [-0.47256, 6.57257, -1.68437], [-1.20863, 5.40448, -0.56028], [-0.98733, 4.98031, -2.29074], [3.07428, 4.29914, -0.66727], [3.72930, 2.01753, 0.00345], [4.16932, -0.17594, -0.28442], [3.69882, -1.39545, 0.92423], [4.02005, 0.26970, 1.42013], [-1.04976, 3.06177, -0.92725], [-2.98844, -2.34110, -0.92936], [-2.41599, -1.39558, 0.00877], [-3.11192, -1.39177, 1.28031], [-2.52020, -0.27149, 2.09345], [-1.12022, -0.57998, 2.23070], [-0.38118, 0.36705, 3.03198], [-4.03706, -2.08292, -1.06328], [-2.89375, -3.35590, -0.54270], [-2.46212, -2.22141, -1.86890], [-2.98059, -2.36179, 1.76618], [-4.16965, -1.21939, 1.08255], [-2.97806, -0.23626, 3.08288], [-2.63436, 0.69312, 1.59442], [-0.80716, 0.37585, 4.03374], [-0.43758, 1.36038, 2.58365], [0.64425, 0.01435, 3.07097], [1.13865, -4.99053, -2.54651], [0.68320, -4.81592, -1.16416], [0.32444, -3.67116, -0.74292], [-0.20700, -3.41498, 0.84817], [0.27901, -2.20950, -1.64175], [1.02010, -6.04860, -2.74391], [2.18397, -4.69642, -2.59722], [0.51266, -4.40003, -3.21290]],
  "forces_ev_per_angstrom": [[-1.67, -0.89, 0.04], [0.00, -0.05, 0.01], [0.02, 0.14, -0.02], [0.27, 0.00, 0.04], [-0.04, -0.33, 0.09], [0.03, 0.60, -0.15], [-0.42, -0.18, -0.09], [0.27, 0.24, -0.10], [0.05, 0.27, 0.15], [1.19, 0.19, 0.06], [0.37, 0.17, 0.03], [-0.10, -0.07, 0.19], [0.24, -0.17, -0.01], [0.00, 0.01, 0.00], [-0.01, 0.00, 0.00], [-0.01, 0.00, 0.00], [0.01, 0.00, 0.00], [-0.01, 0.11, -0.05], [-0.04, -0.02, 0.05], [-0.01, -0.06, 0.01], [0.03, -0.05, -0.04], [-0.05, -0.03, -0.01], [-0.12, 0.07, 0.01], [-0.33, -0.03, -0.30], [0.06, 0.19, 0.04], [-0.04, -0.12, -0.02], [0.13, -0.06, -0.08], [-0.06, 0.08, -0.01], [0.00, 0.00, 0.01], [0.00, 0.00, -0.02], [-0.05, -0.01, 0.00], [0.00, 0.01, 0.01], [0.00, 0.03, 0.02], [0.01, 0.00, 0.02], [-0.01, -0.01, -0.02], [0.00, 0.01, 0.01], [0.01, -0.01, 0.01], [0.00, -0.01, 0.01], [0.01, -0.01, 0.00], [-0.05, 0.02, 0.04], [-0.09, 0.10, 0.08], [0.16, -0.21, 0.00], [0.23, 0.11, 0.06], [0.02, -0.01, -0.02], [-0.02, 0.02, 0.00], [0.00, -0.02, -0.03]]
}



No. 3
{
  "formula": "C15H23BN10OW",
  "method": "ωB97M-V/def2-TZVPD",
  "multiplicity": 3,
  "total_charge": 2,
  "lumo_ev": [-7.22, -8.12],
  "gap_ev": [7.95, 7.57],
  "species": ["W", "C", "C", "N", "C", "C", "N", "C", "C", "N", "H", "H", "H", "H", "H", "H", "H", "H", "H", "H", "H", "H", "H", "H", "H", "B", "N", "C", "C", "C", "N", "N", "C", "C", "C", "N", "H", "H", "H", "H", "H", "H", "H", "H", "O", "N", "C", "C", "N", "C", "N"],
  "xyz": [[-0.13059, -0.20892, 0.35848], [-2.04105, 0.05346, -1.93711], [-2.79696, -0.96414, -1.16950], [-2.20783, -1.17312, 0.17971], [-2.00752, -2.63327, 0.40664], [-0.82905, -3.16436, -0.37748], [0.34129, -2.28084, -0.32742], [1.00076, -2.10318, -1.66284], [0.07645, -1.34477, -2.52475], [-0.56462, -0.17007, -1.82349], [-2.21221, 1.01882, -1.41533], [-2.41438, 0.12147, -2.92599], [-2.83098, -1.94008, -1.75606], [-3.85884, -0.60295, -1.15102], [-2.83282, -0.88476, 0.89979], [-2.85129, -3.24821, 0.07158], [-1.90044, -2.75880, 1.48001], [-1.06647, -3.22498, -1.44908], [-0.53265, -4.21964, -0.00747], [0.99918, -2.62032, 0.41178], [1.11890, -3.08383, -2.07755], [2.01258, -1.67324, -1.66543], [-0.68191, -2.03374, -2.87762], [0.60380, -0.93524, -3.34120], [-0.11773, 0.65182, -2.26412], [1.81388, 2.01765, -1.20923], [0.47436, 2.64120, -0.67294], [-0.06653, 3.83050, -0.79474], [-1.24689, 3.93559, -0.05805], [-1.32121, 2.69546, 0.53836], [-0.27508, 1.90012, 0.13810], [2.50323, 1.17445, -0.12453], [3.78861, 1.27629, 0.27861], [4.05384, 0.27698, 1.20215], [2.90363, -0.39744, 1.32359], [1.93237, 0.15901, 0.53219], [2.69115, 2.72101, -1.71956], [1.45192, 1.35686, -2.16126], [0.37361, 4.57347, -1.46429], [-1.88790, 4.78076, 0.05945], [-1.96332, 2.20751, 1.29757], [4.41130, 2.07840, -0.12559], [4.96201, 0.18222, 1.79632], [2.71274, -1.28241, 1.80948], [0.03618, -1.22787, 2.14278], [-0.15469, 0.05307, 2.38717], [-0.24257, 0.52575, 3.57129], [-0.30171, -0.33679, 4.74537], [-0.30680, -0.71802, 5.82044], [-0.25716, 1.94169, 3.73283], [-0.36059, 3.05745, 3.89995]],
  "forces_ev_per_angstrom": [[0.55, -0.38, -0.01], [0.71, 0.85, 1.45], [-1.60, -1.03, -1.09], [0.64, -0.71, -0.96], [0.02, -0.57, 0.30], [0.48, -1.78, -0.09], [1.41, 1.25, 1.16], [0.77, -0.72, 0.78], [-1.56, 0.46, -0.08], [0.39, 0.27, -0.07], [0.15, -0.26, -0.62], [-0.06, 0.08, -1.18], [0.08, 1.05, 0.98], [0.83, -0.50, 0.37], [-0.73, 0.49, 0.46], [-0.24, 0.44, 0.25], [0.20, -0.21, 0.05], [-0.28, -0.42, 0.54], [-0.65, 1.64, -0.68], [-0.46, 0.30, -1.05], [0.21, -0.68, -0.44], [-0.43, 0.11, 0.83], [-0.35, 0.33, -0.38], [0.53, 0.14, -1.20], [-0.06, -0.28, 0.59], [0.56, 0.32, -1.55], [1.51, 0.05, -0.15], [0.05, 1.60, -1.12], [0.46, -1.04, 0.37], [-0.23, -1.43, 0.84], [-1.52, -0.12, 0.76], [1.25, 0.70, 0.30], [-0.54, 0.90, -0.76], [1.84, 1.16, 0.34], [-1.75, 0.55, -1.22], [0.14, -0.85, 0.06], [-0.97, 0.16, 0.78], [0.16, -0.56, 0.07], [0.00, -0.31, 0.44], [-0.16, 0.23, 0.02], [0.03, 0.92, -0.71], [-0.25, -0.45, 0.22], [-0.28, -0.25, -0.47], [-0.52, -1.62, 1.43], [-0.33, -0.31, -0.33], [-0.01, 0.29, 0.65], [0.10, -0.79, 0.50], [0.39, 1.51, -1.31], [-0.10, -0.76, 0.83], [-0.33, -1.67, -0.08], [-0.02, 1.94, 0.18]]
}



Listing E_tot for the structures above in their given order: -36788.8275 -53329.3192 -35362.2896 eV.